Entry 1:
{
  "formula": "C4H7NO2",
  "method": "ωB97M-V/def2-TZVPD",
  "homo_energy_ev": -10.1,
  "relative_energy_ev": 1.430,
  "smiles": "NC(=O)C[C@H]1CO1",
  "energy_ha": -361.8283,
  "elements": ["N", "C", "O", "C", "C", "C", "O", "H", "H", "H", "H", "H", "H", "H"],
  "xyz": [[1.7191, 0.4447, 1.8204], [0.6624, 0.6139, 0.9661], [-0.0251, 1.6197, 0.9323], [0.4475, -0.4902, -0.0639], [-1.0092, -0.6214, -0.4378], [-1.5504, 0.1175, -1.5704], [-1.2805, -1.2770, -1.6679], [2.0054, 1.2708, 2.3259], [2.3417, -0.3489, 1.8073], [0.8701, -1.4752, 0.1773], [0.9938, -0.1225, -0.9330], [-1.6899, -0.8926, 0.3708], [-0.8841, 0.7593, -2.1465], [-2.6009, 0.4017, -1.5808]],
  "atomic_forces_ev_per_a": [[-0.2, 0.4, 0.0], [0.1, -0.2, -0.3], [0.4, -0.4, 0.4], [-0.1, -0.1, 0.0], [0.1, 0.1, 0.2], [-0.1, 0.3, 0.0], [0.0, -0.2, -0.1], [0.0, -0.2, 0.1], [-0.3, 0.2, -0.2], [0.0, 0.3, 0.3], [0.0, -0.1, -0.2], [0.1, 0.1, -0.1], [-0.1, -0.1, 0.1], [0.1, -0.1, 0.0]]
}

Entry 2:
{
  "formula": "C4H7NO2",
  "method": "ωB97M-V/def2-TZVPD",
  "homo_energy_ev": -10.0,
  "relative_energy_ev": 2.637,
  "smiles": "[H]/N=C(\\C)OCC=O",
  "energy_ha": -361.7839,
  "elements": ["C", "C", "N", "O", "C", "C", "O", "H", "H", "H", "H", "H", "H", "H"],
  "xyz": [[-1.5162, -0.0032, -0.5364], [-0.6224, 0.4445, 0.6160], [-0.7874, 1.4780, 1.3183], [0.2487, -0.5058, 1.1399], [1.5628, -0.7361, 0.5745], [1.4262, -0.2337, -0.8338], [1.0941, 0.9126, -1.0177], [-2.4740, -0.2859, -0.0907], [-1.7070, 0.7901, -1.2704], [-1.1350, -0.8743, -1.0766], [-1.6619, 1.9290, 1.0598], [2.2617, -0.1493, 1.1783], [1.8759, -1.7983, 0.5999], [1.4345, -0.9675, -1.6611]],
  "atomic_forces_ev_per_a": [[0.0, -0.1, 0.1], [-0.5, 0.0, 0.7], [-0.3, -0.6, 0.1], [0.3, -0.7, -0.2], [-0.4, 0.3, 0.2], [-0.1, 0.5, -0.3], [0.8, -0.3, -0.6], [0.0, -0.1, -0.1], [0.2, -0.1, 0.4], [0.0, 0.1, 0.2], [0.2, 0.4, -0.3], [0.1, 0.0, -0.3], [-0.7, 0.4, 0.2], [0.3, 0.1, 0.0]]
}

Entry 3:
{
  "formula": "C4H7NO2",
  "method": "ωB97M-V/def2-TZVPD",
  "homo_energy_ev": [-9.5, -9.3],
  "relative_energy_ev": 9.324,
  "energy_ha": -361.5382,
  "elements": ["C", "C", "C", "C", "N", "O", "O", "H", "H", "H", "H", "H", "H", "H"],
  "xyz": [[1.1659, -0.2562, -0.0144], [-0.1187, -0.1091, -0.0171], [1.6960, -1.6196, -0.0944], [-1.3021, 2.4219, -0.0542], [-1.3183, -0.7206, 0.2754], [-1.6482, -0.6884, 1.4722], [-1.8772, -1.3095, -0.6733], [1.6927, 0.6511, -0.2444], [1.1427, -2.3385, 0.4226], [2.7550, -1.5276, 0.4339], [1.7871, -1.8995, -1.0618], [-0.4300, 2.7209, -0.5898], [-1.5603, 2.5785, 0.9237], [-1.9848, 2.0968, -0.7783]],
  "atomic_forces_ev_per_a": [[-1.6, 0.4, -0.9], [-1.3, 2.5, 0.4], [4.1, 1.6, 3.7], [1.4, -1.3, -2.4], [0.3, -1.5, 0.1], [-0.5, -0.2, -1.4], [0.0, 0.8, 1.4], [0.8, 0.0, 0.1], [-1.0, -1.0, 0.9], [-1.9, -0.8, -1.3], [0.6, -1.0, -3.1], [0.8, 0.6, 0.6], [-0.3, 0.4, 2.1], [-1.4, -0.6, -0.4]]
}

Entry 4:
{
  "formula": "C4H7NO2",
  "method": "ωB97M-V/def2-TZVPD",
  "homo_energy_ev": -9.1,
  "relative_energy_ev": 1.420,
  "smiles": "O=C1CNC[C@@H]1O",
  "energy_ha": -361.8287,
  "elements": ["O", "C", "C", "N", "C", "C", "O", "H", "H", "H", "H", "H", "H", "H"],
  "xyz": [[-0.6834, 0.2724, -1.8259], [-0.8626, 0.4473, -0.4272], [-0.8848, -0.9148, 0.2537], [0.4436, -1.1485, 0.8563], [1.2829, 0.0360, 0.7334], [0.4122, 1.1092, 0.1042], [0.6936, 2.2747, -0.0407], [-0.5767, 1.1552, -2.2058], [-1.7474, 1.0612, -0.2104], [-1.6601, -0.9396, 1.0283], [-1.1298, -1.6774, -0.4910], [0.8894, -1.9577, 0.4521], [2.1521, -0.1171, 0.0783], [1.6709, 0.3991, 1.6947]],
  "atomic_forces_ev_per_a": [[0.0, 0.2, -0.1], [-0.1, -0.1, 0.2], [-0.2, 0.1, 0.0], [0.1, -0.1, -0.1], [0.1, 0.2, 0.0], [0.2, 0.4, 0.0], [-0.1, -0.5, 0.1], [0.0, -0.1, -0.1], [0.2, -0.1, 0.0], [0.1, 0.0, -0.1], [0.0, 0.1, 0.1], [0.0, 0.1, 0.0], [-0.1, 0.0, 0.1], [-0.1, -0.1, -0.1]]
}

Entry 5:
{
  "formula": "C4H7NO2",
  "method": "ωB97M-V/def2-TZVPD",
  "homo_energy_ev": -10.0,
  "relative_energy_ev": 1.668,
  "smiles": "NC(=O)C[C@H]1CO1",
  "energy_ha": -361.8195,
  "elements": ["N", "C", "O", "C", "C", "C", "O", "H", "H", "H", "H", "H", "H", "H"],
  "xyz": [[-0.6165, -1.9383, 1.3196], [0.2770, -1.0410, 0.8182], [1.2716, -1.4165, 0.2182], [-0.0066, 0.4438, 0.9490], [0.4818, 1.1331, -0.3336], [0.3677, 0.6797, -1.7268], [-0.4730, 1.7053, -1.2115], [-0.5108, -2.8780, 0.9697], [-1.4481, -1.7050, 1.8366], [0.5867, 0.8497, 1.7801], [-1.0527, 0.6691, 1.1994], [1.3635, 1.7471, -0.1551], [-0.1063, -0.2543, -2.0302], [1.1210, 1.0362, -2.4355]],
  "atomic_forces_ev_per_a": [[-0.1, -0.1, -0.1], [0.3, -0.2, -0.3], [-0.3, -0.1, 0.3], [0.1, 0.0, -0.2], [0.2, 0.1, 0.2], [0.1, -0.2, 0.0], [-0.2, 0.3, 0.0], [0.0, 0.0, 0.3], [0.1, 0.2, -0.2], [-0.1, -0.2, -0.2], [0.2, -0.1, -0.4], [-0.2, 0.2, 0.0], [-0.1, 0.2, 0.4], [-0.1, -0.1, 0.2]]
}

Entry 6:
{
  "formula": "C4H7NO2",
  "method": "ωB97M-V/def2-TZVPD",
  "homo_energy_ev": -9.1,
  "relative_energy_ev": 2.977,
  "smiles": "C=NC=O.C=CO",
  "energy_ha": -361.7715,
  "elements": ["O", "C", "C", "O", "C", "N", "C", "H", "H", "H", "H", "H", "H", "H"],
  "xyz": [[-0.4683, -1.0759, 1.6946], [0.4495, -0.0873, 1.5026], [1.5303, -0.1522, 0.7296], [0.6597, -0.3424, -1.8640], [-0.5419, -0.4880, -1.8532], [-1.4248, 0.0831, -0.9165], [-1.0224, 1.1433, -0.3333], [-0.5091, -1.6281, 0.9017], [0.1868, 0.8088, 2.0612], [2.1335, 0.7298, 0.5439], [1.8092, -1.0582, 0.2024], [-1.0473, -1.1744, -2.5491], [-0.1220, 1.6924, -0.6242], [-1.6102, 1.5356, 0.4981]],
  "atomic_forces_ev_per_a": [[0.0, -0.1, -0.1], [0.4, 0.2, 0.1], [-0.1, 0.0, 0.2], [-0.6, 0.0, -0.2], [0.3, 0.0, -0.2], [0.1, 0.3, 0.1], [-0.2, -0.1, -0.2], [0.1, 0.0, 0.2], [0.1, -0.1, 0.0], [0.0, -0.1, 0.2], [-0.1, 0.1, 0.1], [0.0, 0.1, 0.0], [-0.2, -0.1, -0.1], [0.0, 0.0, -0.2]]
}

Entry 7:
{
  "formula": "C4H7NO2",
  "method": "ωB97M-V/def2-TZVPD",
  "homo_energy_ev": -9.9,
  "relative_energy_ev": 1.672,
  "smiles": "O[C@@H]1CN=COC1",
  "energy_ha": -361.8194,
  "elements": ["O", "C", "C", "O", "C", "N", "C", "H", "H", "H", "H", "H", "H", "H"],
  "xyz": [[0.4861, -1.9364, 0.8001], [0.0423, -0.9504, -0.1102], [-1.2266, -0.2167, 0.3593], [-1.0268, 1.1832, 0.6204], [-0.3320, 1.8104, -0.3630], [0.6800, 1.3394, -0.9571], [1.1436, 0.0850, -0.3782], [0.9134, -1.4844, 1.5409], [-0.1986, -1.5032, -1.0240], [-2.0126, -0.2885, -0.4000], [-1.6010, -0.6551, 1.2866], [-0.7181, 2.8046, -0.5837], [1.9406, -0.3453, -0.9901], [1.5742, 0.3339, 0.6059]],
  "atomic_forces_ev_per_a": [[0.1, 0.1, 0.2], [-0.1, 0.2, -0.2], [-0.1, -0.2, 0.0], [0.1, 0.1, 0.0], [0.2, 0.0, -0.2], [-0.3, 0.1, 0.2], [0.1, -0.2, 0.1], [-0.1, -0.2, -0.1], [0.1, 0.1, 0.1], [0.1, 0.0, 0.1], [0.1, 0.1, -0.1], [0.0, -0.1, 0.0], [-0.2, 0.1, 0.1], [0.0, -0.1, -0.1]]
}

Entry 8:
{
  "formula": "C4H7NO2",
  "method": "ωB97M-V/def2-TZVPD",
  "homo_energy_ev": -10.1,
  "relative_energy_ev": 3.481,
  "energy_ha": -361.7529,
  "elements": ["O", "C", "C", "O", "C", "N", "C", "H", "H", "H", "H", "H", "H", "H"],
  "xyz": [[1.7425, -0.3261, 0.2913], [0.5791, -0.5364, -0.4686], [-0.5346, -1.0788, 0.4673], [-0.4655, -0.4230, 1.7221], [-0.8410, 2.0162, 0.7468], [-0.4400, 1.6839, -0.3058], [0.1599, 0.7555, -1.1915], [1.4014, -0.1995, 1.2021], [0.7998, -1.2730, -1.2555], [-1.5273, -0.9816, -0.0029], [-0.3506, -2.1486, 0.6465], [-0.9892, 0.7132, 1.7637], [-0.5684, 0.5572, -1.9849], [1.0341, 1.2409, -1.6305]],
  "atomic_forces_ev_per_a": [[-0.3, 0.0, 0.3], [-0.3, 0.0, 0.0], [-0.2, 0.5, -0.2], [-1.8, 3.5, 0.7], [0.3, -0.1, -1.5], [-0.7, 0.6, 2.1], [0.3, -0.2, -0.8], [0.3, 0.0, -0.2], [0.0, 0.1, 0.2], [0.2, 0.0, 0.1], [0.0, 0.3, 0.1], [2.1, -4.5, -0.6], [0.2, -0.1, 0.0], [0.0, -0.2, -0.1]]
}

Entry 9:
{
  "formula": "C4H7NO2",
  "method": "ωB97M-V/def2-TZVPD",
  "homo_energy_ev": -9.9,
  "relative_energy_ev": 3.073,
  "smiles": "C#C[C@](N)(O)OC",
  "energy_ha": -361.7679,
  "elements": ["C", "C", "C", "H", "H", "H", "H", "C", "N", "O", "O", "H", "H", "H"],
  "xyz": [[-1.2110, 1.1168, 0.5901], [1.3438, 0.1246, -0.3272], [2.3416, 0.7821, -0.2646], [-1.5499, 0.5572, 1.4704], [-0.2909, 1.6577, 0.8371], [-1.9851, 1.8246, 0.3007], [3.2341, 1.3313, -0.1991], [0.0872, -0.6381, -0.4597], [0.0245, -1.6002, 0.5916], [0.0365, -1.3334, -1.6602], [-1.0245, 0.2770, -0.5215], [-0.2635, -0.7222, -2.3431], [-0.7794, -2.2035, 0.4779], [0.0366, -1.1739, 1.5075]],
  "atomic_forces_ev_per_a": [[0.1, 0.1, 0.2], [0.2, 0.4, -0.1], [-0.4, -0.3, 0.0], [0.0, 0.0, -0.1], [-0.1, 0.0, 0.0], [0.0, 0.0, 0.1], [0.5, 0.3, 0.0], [-0.5, 0.1, 0.2], [0.0, -0.1, -0.1], [-0.1, -0.2, 0.0], [0.3, -0.5, -0.4], [0.0, 0.1, 0.1], [-0.1, 0.1, 0.0], [0.1, 0.0, 0.0]]
}

Entry 10:
{
  "formula": "C4H7NO2",
  "method": "ωB97M-V/def2-TZVPD",
  "homo_energy_ev": -9.0,
  "relative_energy_ev": 3.817,
  "smiles": "CC(=O)O.C#CN",
  "energy_ha": -361.7406,
  "elements": ["C", "C", "C", "H", "H", "H", "H", "C", "N", "O", "O", "H", "H", "H"],
  "xyz": [[-0.6325, 1.0952, -0.8644], [-0.7849, -0.8895, 1.1621], [-1.6378, -1.7297, 0.9708], [-0.4238, 1.8621, -1.6142], [-1.2987, 0.3705, -1.3347], [-1.0097, 1.6099, 0.0212], [-2.5188, -2.1802, 0.5703], [0.9121, 0.5270, -0.5905], [0.5187, -0.3885, 1.5340], [1.1429, -0.5287, -1.4063], [1.8104, 1.2665, -0.2337], [2.1095, -0.5607, -1.5317], [1.3096, -1.0191, 1.4324], [0.5029, 0.5652, 1.8846]],
  "atomic_forces_ev_per_a": [[2.5, -0.5, 0.3], [3.6, -0.8, 1.7], [-0.4, 1.0, -0.4], [0.0, 0.0, 0.0], [0.1, -0.1, 0.6], [-0.1, -0.4, -0.1], [0.2, -0.2, 0.1], [-1.5, 2.9, -2.6], [-4.1, -0.9, -0.7], [0.2, -0.3, 0.5], [-0.7, -0.9, 0.2], [-0.2, -0.1, 0.1], [-0.4, 0.7, 0.3], [0.8, -0.7, -0.1]]
}